# 1
{
  "formula": "C47H46N5P2ReSSe",
  "method": "ωB97M-V/def2-TZVPD",
  "species": ["Re", "C", "P", "C", "C", "C", "C", "C", "C", "C", "C", "C", "C", "C", "C", "C", "C", "C", "C", "C", "P", "C", "C", "C", "C", "C", "C", "C", "C", "C", "C", "C", "C", "N", "H", "H", "H", "H", "H", "H", "H", "H", "H", "H", "H", "H", "H", "H", "H", "H", "H", "H", "H", "H", "H", "H", "H", "H", "H", "H", "C", "C", "N", "N", "C", "N", "S", "C", "C", "C", "C", "C", "N", "H", "H", "H", "H", "H", "H", "H", "H", "H", "C", "C", "C", "C", "C", "C", "Se", "C", "C", "C", "H", "H", "H", "H", "H", "H", "H", "H", "H", "H", "H"],
  "positions_angstrom": [[0.214, -0.201, 0.102], [-2.428, -1.527, 1.530], [-2.283, -0.275, 0.198], [-3.534, 0.907, 0.822], [-3.233, 2.182, 1.278], [-4.241, 3.024, 1.742], [-5.555, 2.589, 1.765], [-5.865, 1.300, 1.340], [-4.863, 0.463, 0.874], [-3.008, -0.930, -1.352], [-3.941, -0.207, -2.098], [-4.387, -0.688, -3.324], [-3.902, -1.891, -3.820], [-2.947, -2.600, -3.102], [-2.492, -2.116, -1.882], [-1.491, -0.944, 2.545], [-1.522, -0.889, 3.910], [-0.440, -0.051, 4.321], [0.189, 0.376, 3.185], [1.204, 1.446, 2.964], [1.783, 1.320, 1.235], [2.161, 3.005, 0.670], [2.359, 4.053, 1.564], [2.676, 5.322, 1.093], [2.816, 5.550, -0.271], [2.645, 4.503, -1.169], [2.308, 3.240, -0.701], [3.443, 0.590, 1.445], [3.579, -0.455, 2.361], [4.814, -1.050, 2.565], [5.921, -0.618, 1.843], [5.787, 0.404, 0.913], [4.550, 1.008, 0.712], [-0.421, -0.190, 2.082], [-2.140, -2.513, 1.165], [-3.439, -1.584, 1.923], [-2.208, 2.517, 1.287], [-3.994, 4.023, 2.086], [-6.340, 3.247, 2.119], [-6.890, 0.947, 1.370], [-5.118, -0.534, 0.534], [-4.322, 0.736, -1.725], [-5.117, -0.121, -3.891], [-4.268, -2.275, -4.766], [-2.551, -3.529, -3.496], [-1.722, -2.661, -1.346], [-2.247, -1.372, 4.554], [-0.181, 0.218, 5.338], [2.050, 1.381, 3.642], [0.739, 2.424, 3.092], [2.263, 3.891, 2.631], [2.814, 6.136, 1.796], [3.056, 6.543, -0.635], [2.763, 4.674, -2.233], [2.158, 2.430, -1.405], [2.712, -0.808, 2.917], [4.913, -1.854, 3.286], [6.890, -1.077, 2.010], [6.652, 0.747, 0.355], [4.460, 1.814, -0.008], [3.841, -0.831, -2.404], [2.508, -0.483, -1.838], [2.041, -0.973, -0.738], [2.778, -1.960, -0.146], [1.999, -2.781, 0.497], [2.582, -3.799, 1.155], [0.260, -2.667, 0.517], [1.544, 0.334, -2.556], [1.804, 0.872, -3.803], [0.793, 1.524, -4.489], [-0.455, 1.602, -3.904], [-0.641, 1.061, -2.649], [0.329, 0.439, -1.958], [4.401, -1.421, -1.688], [4.400, 0.082, -2.631], [3.737, -1.402, -3.331], [3.566, -3.965, 1.026], [2.011, -4.511, 1.568], [2.795, 0.763, -4.226], [0.976, 1.952, -5.468], [-1.287, 2.083, -4.400], [-1.607, 1.106, -2.187], [0.323, 9.542, 0.504], [0.058, 8.084, 0.224], [-0.083, 7.615, -1.081], [-0.332, 6.279, -1.361], [-0.484, 5.854, -2.802], [-0.426, 5.364, -0.279], [-0.696, 3.548, -0.641], [-0.287, 5.826, 1.056], [-0.419, 4.931, 2.264], [-0.053, 7.178, 1.271], [0.377, 10.122, -0.417], [1.265, 9.668, 1.044], [-0.466, 9.966, 1.129], [-0.007, 8.320, -1.905], [-0.485, 6.725, -3.457], [-1.411, 5.301, -2.952], [0.332, 5.191, -3.104], [-0.243, 3.888, 2.016], [-1.425, 5.010, 2.687], [0.285, 5.234, 3.042], [0.045, 7.537, 2.294]],
  "relative_energy_ev": 0.0000,
  "charge": 1,
  "e_lumo_ha": [-0.1046, -0.1446],
  "multiplicity": 4,
  "s_squared": 3.78,
  "energy_ev": -153821.9255,
  "homo_lumo_gap_ev": [6.7, 5.8]
}

# 2
{
  "formula": "C8H10",
  "method": "ωB97M-V/def2-TZVPD",
  "species": ["C", "C", "C", "C", "C", "C", "C", "C", "H", "H", "H", "H", "H", "H", "H", "H", "H", "H"],
  "positions_angstrom": [[-1.452, -0.029, 0.357], [-2.611, -0.131, 0.896], [-0.565, -0.980, -0.247], [-0.903, -2.238, -0.558], [-0.224, 1.043, 0.340], [0.653, -0.185, -0.192], [-0.197, 2.230, -0.683], [1.603, -0.726, 0.828], [-0.347, -2.854, -1.287], [-1.825, -2.745, -0.273], [-0.082, 1.333, 1.422], [1.231, 0.125, -1.118], [-0.490, 1.837, -1.609], [0.782, 2.744, -0.825], [-0.966, 2.916, -0.375], [0.981, -0.622, 1.749], [2.481, -0.058, 0.975], [1.932, -1.661, 0.601]],
  "relative_energy_ev": 6.2523,
  "charge": 0,
  "e_lumo_ha": -0.0166,
  "energy_ev": -8452.0171,
  "homo_lumo_gap_ev": 8.4
}

# 3
{
  "formula": "C30H26N8O4Os",
  "method": "ωB97M-V/def2-TZVPD",
  "species": ["Os", "C", "C", "C", "C", "C", "N", "C", "C", "C", "C", "C", "C", "C", "N", "C", "C", "C", "N", "C", "C", "N", "C", "C", "C", "N", "H", "H", "H", "H", "H", "H", "H", "H", "H", "H", "H", "H", "H", "H", "H", "H", "H", "H", "N", "C", "C", "N", "C", "H", "H", "H", "H", "O", "C", "O", "C", "C", "C", "C", "C", "C", "N", "O", "O", "H", "H", "H", "H"],
  "positions_angstrom": [[0.213, -1.026, -1.154], [-3.821, 3.837, 1.539], [-2.793, 3.070, 0.762], [-1.463, 3.493, 0.707], [-0.526, 2.767, 0.014], [-0.868, 1.583, -0.653], [0.160, 0.832, -1.274], [1.174, 1.567, -1.934], [0.818, 2.665, -2.722], [1.764, 3.386, -3.415], [3.112, 3.034, -3.351], [4.152, 3.786, -4.126], [3.467, 1.932, -2.579], [2.527, 1.197, -1.875], [2.998, 0.128, -1.066], [4.199, 0.022, -0.456], [4.244, -1.192, 0.184], [3.010, -1.784, -0.082], [2.268, -0.983, -0.845], [-2.196, 1.140, -0.579], [-3.133, 1.889, 0.117], [-2.650, -0.020, -1.255], [-3.903, -0.281, -1.700], [-3.904, -1.536, -2.249], [-2.591, -1.991, -2.114], [-1.843, -1.075, -1.505], [-3.534, 4.880, 1.650], [-3.925, 3.413, 2.541], [-4.798, 3.790, 1.060], [-1.162, 4.391, 1.231], [0.513, 3.067, 0.026], [-0.228, 2.930, -2.803], [1.456, 4.227, -4.023], [3.808, 4.786, -4.382], [4.375, 3.263, -5.059], [5.083, 3.868, -3.566], [4.505, 1.625, -2.552], [4.918, 0.821, -0.493], [5.055, -1.590, 0.767], [2.618, -2.729, 0.259], [-4.152, 1.532, 0.193], [-4.690, 0.448, -1.625], [-4.733, -2.046, -2.706], [-2.163, -2.928, -2.425], [0.595, -5.256, -1.522], [-0.353, -5.212, -0.522], [-0.605, -3.900, -0.309], [0.190, -3.146, -1.166], [0.906, -4.010, -1.876], [1.001, -6.093, -1.914], [-0.754, -6.101, -0.067], [-1.272, -3.432, 0.394], [1.629, -3.758, -2.635], [1.380, 0.413, 1.375], [0.495, -0.366, 1.633], [-0.203, -1.043, 0.699], [0.059, -0.711, 3.012], [0.746, -0.161, 4.092], [0.365, -0.471, 5.389], [-0.702, -1.329, 5.619], [-1.364, -1.861, 4.529], [-1.010, -1.569, 3.231], [-2.499, -2.786, 4.746], [-2.847, -2.986, 5.884], [-3.008, -3.278, 3.757], [1.575, 0.507, 3.904], [0.901, -0.047, 6.226], [-1.021, -1.587, 6.619], [-1.563, -2.006, 2.417]],
  "relative_energy_ev": 0.0000,
  "charge": 2,
  "e_lumo_ha": [-0.2895, -0.2796],
  "energy_ev": -54094.3404,
  "homo_lumo_gap_ev": [6.3, 6.4]
}